No. 1
The following is a quantum chemistry calculation of a 2-piece molecular cluster, C3H9O3 overall at a distorted geometry, from OMol25.

Element x y z (Å)
C: -0.572 0.312 -0.470
O: -0.203 1.454 0.263
C: 0.438 -0.851 -0.886
C: 1.150 -1.146 0.528
O: 2.298 -2.193 0.359
H: -1.399 -0.168 -0.041
H: -0.861 0.706 -1.421
H: 0.896 -0.403 -1.778
H: -0.152 -1.686 -1.239
H: 1.636 -0.179 0.751
H: 0.601 -1.672 1.299
H: 2.196 -2.270 -0.583
H: -1.964 3.434 1.378
H: -1.596 2.020 0.730
O: -2.467 2.641 1.110

- ΔE to the lowest compared entry with this formula, charge and spin (kJ/mol) = 155.63
- 2S+1 = 1
- total charge = -1
- E_tot (eV) = -9398.1141
- LUMO level (eV) = 3.87
- HOMO-LUMO gap (eV) = 7.277

These are the natural (NBO) partial charges, in e, on atoms 1 to 2: -0.036 -0.944

No. 2
The following is a quantum chemistry calculation of a 2-piece molecular cluster, C5H14O overall at a distorted geometry, from OMol25.

Element x y z (Å)
C: -1.482 1.083 -0.420
C: -0.975 -0.026 0.508
C: -0.896 -1.363 -0.166
C: -0.250 -2.484 0.771
C: 0.042 -1.360 -1.385
H: -0.567 1.437 -0.858
H: -2.292 0.832 -1.125
H: -1.929 1.937 0.157
H: -0.138 0.434 1.031
H: -1.718 -0.060 1.480
H: -1.923 -1.770 -0.473
H: 0.221 -3.334 0.433
H: -0.977 -3.102 1.286
H: 0.569 -2.075 1.454
H: -0.055 -0.507 -2.018
H: -0.081 -2.274 -1.941
H: 0.970 -1.322 -0.907
H: 4.456 4.324 0.390
H: 3.049 4.862 0.716
O: 3.975 4.769 1.068

- ΔE to the lowest compared entry with this formula, charge and spin (kJ/mol) = 154.63
- 2S+1 = 1
- total charge = 0
- E_tot (eV) = -7458.1827
- LUMO level (eV) = 0.71
- HOMO-LUMO gap (eV) = 11.278

These are the natural (NBO) partial charges, in e, on atoms 1 to 2: -0.617 -0.402

No. 3
The following is a quantum chemistry calculation of C27H21FN5SY as an isolated structure, from OMol25.

Element x y z (Å)
Y: 0.383 -0.161 -2.098
S: 1.657 -2.342 -1.440
C: 1.707 -2.020 0.285
N: 2.474 -2.794 1.024
N: 2.579 -2.601 2.303
C: 3.311 -3.485 3.117
C: 3.346 -3.234 4.483
C: 4.054 -4.083 5.319
C: 4.727 -5.177 4.797
C: 4.688 -5.416 3.428
C: 3.983 -4.578 2.582
N: 0.959 -1.096 0.972
N: 0.178 -0.347 0.319
C: -0.664 0.501 1.100
C: -0.525 0.684 2.471
C: -1.395 1.532 3.132
C: -2.407 2.193 2.440
C: -2.545 2.006 1.073
C: -1.671 1.163 0.403
H: 2.044 -1.858 2.738
H: 2.819 -2.377 4.888
H: 4.078 -3.885 6.382
H: 5.277 -5.841 5.451
H: 5.211 -6.267 3.012
H: 3.942 -4.753 1.516
H: 0.262 0.174 3.006
H: -1.288 1.684 4.198
H: -3.087 2.847 2.967
H: -3.328 2.512 0.524
H: -1.805 1.001 -0.662
C: 1.929 1.609 -2.601
C: 0.880 2.618 -2.479
C: 0.489 3.115 -1.221
C: -0.579 3.983 -1.086
C: -1.310 4.374 -2.201
C: -0.956 3.881 -3.460
C: 0.108 3.017 -3.594
C: -2.430 5.264 -2.053
N: -3.325 5.977 -1.934
H: 2.633 1.600 -1.764
H: 2.462 1.600 -3.549
H: 1.055 2.823 -0.343
H: -0.856 4.361 -0.110
H: -1.531 4.180 -4.327
H: 0.365 2.632 -4.574
F: -5.885 -0.771 -3.219
C: -4.547 -0.604 -3.169
C: -3.811 -1.373 -2.293
C: -2.434 -1.173 -2.264
C: -1.772 -0.234 -3.079
C: -2.587 0.511 -3.941
C: -3.963 0.338 -3.998
H: -4.304 -2.099 -1.660
H: -1.865 -1.792 -1.562
H: -2.145 1.263 -4.586
H: -4.587 0.921 -4.664

- ΔE to the lowest compared entry with this formula, charge and spin (kJ/mol) = 37.45
- 2S+1 = 1
- total charge = 0
- E_tot (eV) = -50384.3656
- LUMO level (spin up / spin down) (eV) = -1.87 / -1.84
- HOMO-LUMO gap (spin up / spin down) (eV) = 5.932 / 6.044

These are the natural (NBO) partial charges, in e, on atoms 1 to 2: 1.924 -0.390

No. 4
The following is a quantum chemistry calculation of C30H35IN6O4OsS as an isolated structure at a distorted geometry, from OMol25.

Element x y z (Å)
Os: 0.691 -0.091 0.379
C: -7.804 -2.845 -0.059
C: -6.416 -2.322 -0.264
C: -5.317 -2.886 0.381
C: -4.054 -2.331 0.257
C: -3.898 -1.211 -0.542
C: -4.967 -0.655 -1.242
C: -6.218 -1.217 -1.100
S: -2.430 -0.251 -0.635
O: -1.285 -1.013 -0.078
O: -2.258 0.282 -1.948
N: -2.646 1.052 0.354
C: -3.303 0.867 1.659
C: -2.466 0.022 2.621
C: -1.128 0.713 2.952
O: -0.941 1.155 4.059
O: -0.252 0.785 1.980
H: -7.810 -3.823 0.415
H: -8.336 -2.905 -1.008
H: -8.358 -2.152 0.578
H: -5.455 -3.764 0.998
H: -3.203 -2.771 0.762
H: -4.795 0.194 -1.890
H: -7.061 -0.794 -1.630
H: -3.026 1.824 -0.181
H: -4.278 0.385 1.527
H: -3.470 1.856 2.083
H: -2.259 -0.954 2.180
H: -3.004 -0.109 3.556
C: 4.341 3.986 -0.582
C: 3.834 2.926 -1.542
N: 3.253 1.815 -0.789
C: 3.245 1.670 0.543
N: 2.419 0.748 1.101
C: 2.589 0.515 2.547
C: 2.865 1.814 3.281
C: 4.141 2.400 2.722
N: 4.088 2.414 1.261
C: 5.047 3.260 0.552
H: 3.517 4.578 -0.182
H: 5.027 4.660 -1.091
H: 4.653 2.552 -2.160
H: 3.070 3.333 -2.206
H: 2.714 1.147 -1.309
H: 3.429 -0.173 2.702
H: 1.686 0.059 2.946
H: 2.972 1.630 4.348
H: 2.025 2.495 3.132
H: 5.008 1.817 3.045
H: 4.289 3.422 3.071
H: 5.850 2.640 0.142
H: 5.482 3.959 1.261
C: 0.126 1.820 -4.821
C: 0.165 2.380 -3.543
C: 0.581 1.630 -2.465
C: 0.972 0.286 -2.616
C: 1.334 -0.541 -1.490
C: 1.874 -1.809 -1.765
C: 1.964 -2.307 -3.058
C: 1.524 -1.551 -4.129
C: 1.016 -0.248 -3.933
C: 0.556 0.529 -5.015
H: -0.235 2.404 -5.656
H: -0.156 3.403 -3.399
H: 0.603 2.075 -1.472
H: 2.216 -2.442 -0.957
H: 2.362 -3.299 -3.219
H: 1.585 -1.944 -5.136
H: 0.551 0.092 -6.006
I: 0.021 -5.668 3.552
C: 0.958 -4.098 2.576
C: 2.312 -3.848 2.502
N: 2.462 -2.723 1.779
N: 1.280 -2.234 1.377
C: 0.356 -3.059 1.855
H: 3.147 -4.389 2.915
H: 3.321 -2.274 1.511
H: -0.691 -2.897 1.661

- 2S+1 = 5
- total charge = +2
- E_tot (eV) = -70196.5539
- LUMO level (spin up / spin down) (eV) = -5.15 / -8.26
- HOMO-LUMO gap (spin up / spin down) (eV) = 8.528 / 5.409

These are the natural (NBO) partial charges, in e, on atoms 1 to 2: 1.655 -0.644

No. 5
The following is a quantum chemistry calculation of C23H20N3O4STc as an isolated structure, from OMol25.

Element x y z (Å)
Tc: 0.187 -1.678 -0.444
O: -3.351 2.935 -0.460
C: -2.281 3.591 -0.941
C: -2.466 4.932 -1.277
C: -1.421 5.676 -1.781
C: -0.166 5.101 -1.964
C: 0.023 3.775 -1.637
C: -1.019 2.995 -1.118
C: -0.777 1.579 -0.767
O: 0.502 1.226 -1.011
N: -1.726 0.860 -0.307
N: -1.495 -0.444 0.130
C: -2.448 -0.799 0.930
C: -2.584 -2.022 1.671
C: -3.695 -2.143 2.527
C: -3.893 -3.273 3.281
C: -2.965 -4.321 3.186
C: -1.871 -4.234 2.357
C: -1.657 -3.075 1.582
O: -0.610 -3.015 0.809
H: -3.067 2.011 -0.290
H: -3.449 5.359 -1.132
H: -1.583 6.716 -2.037
H: 0.654 5.684 -2.361
H: 0.994 3.321 -1.778
H: -3.237 -0.065 1.079
H: -4.401 -1.322 2.581
H: -4.750 -3.358 3.934
H: -3.116 -5.221 3.769
H: -1.163 -5.046 2.264
S: 0.953 -2.684 -2.085
C: 2.092 -2.698 2.235
C: 1.486 -1.336 2.399
N: 1.696 -0.705 3.566
O: 0.815 -0.781 1.522
H: 3.010 -2.801 2.812
H: 2.281 -2.876 1.178
H: 1.371 -3.443 2.574
H: 2.195 -1.152 4.313
H: 1.245 0.180 3.729
C: 0.947 -0.055 -1.189
C: 2.178 0.095 -2.013
C: 2.179 0.876 -3.166
C: 3.330 0.983 -3.931
C: 4.495 0.342 -3.528
C: 4.503 -0.418 -2.367
C: 3.344 -0.553 -1.618
H: 1.270 1.378 -3.475
H: 3.320 1.567 -4.842
H: 5.395 0.431 -4.124
H: 5.408 -0.921 -2.052
H: 3.323 -1.175 -0.733

- ΔE to the lowest compared entry with this formula, charge and spin (kJ/mol) = 0.00
- 2S+1 = 1
- total charge = 0
- E_tot (eV) = -49868.9429
- LUMO level (spin up / spin down) (eV) = -0.35 / -0.34
- HOMO-LUMO gap (spin up / spin down) (eV) = 6.657 / 6.657

These are the natural (NBO) partial charges, in e, on atoms 1 to 2: 0.429 -0.675

No. 6
The following is a quantum chemistry calculation of C7H16N2 as an isolated structure at a distorted geometry, from OMol25.

Element x y z (Å)
C: -0.326 0.473 0.350
C: -0.280 -0.604 -0.601
C: -1.653 0.859 0.968
C: 0.859 0.777 1.243
C: 0.964 -1.046 -1.308
N: -0.125 1.907 -0.995
N: 0.703 1.787 -2.155
C: -0.686 -1.854 0.835
C: 0.228 -2.533 1.512
H: -1.060 2.130 -1.349
H: -1.190 -0.710 -1.189
H: 0.214 2.078 -3.002
H: 1.477 2.441 -2.049
H: -1.742 -2.118 0.870
H: -2.502 0.526 0.368
H: -1.751 0.475 1.986
H: 0.748 0.305 2.221
H: 1.807 0.470 0.802
H: 0.898 1.855 1.423
H: -1.701 1.950 1.029
H: 1.832 -1.100 -0.651
H: 0.831 -2.030 -1.761
H: 1.192 -0.360 -2.138
H: -0.024 -3.397 2.128
H: 1.285 -2.281 1.464

- ΔE to the lowest compared entry with this formula, charge and spin (kJ/mol) = 524.13
- 2S+1 = 1
- total charge = 0
- E_tot (eV) = -10493.8252
- LUMO level (eV) = 1.03
- HOMO-LUMO gap (eV) = 7.852

These are the natural (NBO) partial charges, in e, on atoms 1 to 2: 0.268 -0.170